A single C3H5NO2 molecule, computed with the ωB97M-V functional and the def2-TZVPD basis.

```
11
Properties=species:S:1:pos:R:3:forces:R:3
N -0.025 -1.373 -0.958 0.36 -0.10 -0.11
C 1.236 -0.864 -0.702 -0.35 0.09 0.37
O 1.158 0.457 -0.496 0.27 -0.31 -0.03
C -0.011 1.087 0.066 -0.19 0.04 -0.08
C -0.347 0.446 1.413 -0.40 0.10 0.17
O -1.352 0.700 2.027 0.55 -0.06 -0.43
H -0.063 -2.384 -0.968 0.34 0.06 -0.23
H -0.393 -1.008 -1.833 -0.57 0.33 0.36
H -0.902 1.071 -0.565 0.14 -0.01 -0.03
H 0.287 2.130 0.223 -0.10 -0.22 0.01
H 0.414 -0.264 1.794 -0.04 0.08 -0.01
```
Positions in Å, forces in eV/Å.

The calculation puts the relative energy (zero: lowest compared OMol25 entry of this formula, charge and spin) at 3.603 eV. The calculation puts the energy at -8774.0918 eV. For the highest occupied orbital energy, the calculation gives -8.81 eV. The HOMO-LUMO gap comes out at 0.3524 Ha.

And the Löwdin charges, in e, turn out to be: 0.044, -0.144, -0.146, -0.144, -0.239, 0.064, 0.079, 0.104, 0.119, 0.136, 0.127